Record 1
Formula: C26H23F3N2O3SbTl
Source: the OMol25 dataset
Level of theory: ωB97M-V with the def2-TZVPD basis set

Last column: natural (NBO) charge in e.
Atoms and positions in Å:
Tl -3.28540 1.75631 -1.50395  0.95
C -3.33059 -2.69251 1.41036  -0.62
C -4.00166 -1.73000 2.38465  -0.37
C -3.16735 -0.45750 2.68519  -0.29
C -3.91783 0.44752 3.69235  -0.36
C -3.16537 1.72816 4.03752  -0.63
C -1.86886 -0.90346 3.32799  0.73
O -1.76952 -1.48138 4.36103  -0.46
N -0.65932 -0.58978 2.60961  -0.64
C -0.71802 0.11449 1.48475  0.79
O 0.54222 0.35791 0.90525  -0.57
N -1.71576 0.57622 0.85107  -0.62
C -2.98574 0.31071 1.38980  0.75
O -3.95103 0.69716 0.75771  -0.63
H -3.96630 -3.55901 1.23813  0.26
H -2.37968 -3.06571 1.80098  0.21
H -3.14906 -2.22683 0.43591  0.19
H -4.17936 -2.21985 3.34195  0.25
H -4.96370 -1.39415 1.99844  0.24
H -4.08746 -0.15159 4.58658  0.25
H -4.88946 0.67326 3.25332  0.24
H -2.19918 1.51790 4.50359  0.21
H -3.73743 2.31934 4.74992  0.26
H -3.00150 2.35729 3.15755  0.20
H 0.21438 -0.85015 3.05339  0.46
F 2.90945 -3.97526 1.74420  -0.30
C 2.41916 -3.18494 0.79602  0.47
C 1.22441 -3.51615 0.18920  -0.29
C 0.70573 -2.65749 -0.77893  -0.22
C 1.37845 -1.49530 -1.15321  -0.40
C 2.61582 -1.21319 -0.54540  -0.30
C 3.13365 -2.04524 0.44515  -0.29
Sb 0.35892 -0.05652 -2.38983  1.12
C 1.80844 0.20793 -3.89151  -0.40
C 1.53030 1.14653 -4.88996  -0.22
C 2.43787 1.37187 -5.91361  -0.27
C 3.60327 0.62920 -5.92932  0.44
F 4.47829 0.83389 -6.91070  -0.29
C 3.89088 -0.32783 -4.97452  -0.26
C 2.98249 -0.53846 -3.94859  -0.20
C 0.97775 1.61952 -1.12694  -0.44
C 0.93243 1.62889 0.24527  0.32
C 1.27969 2.64960 1.09748  -0.34
C 1.69537 3.81214 0.47431  0.43
F 2.03460 4.84723 1.22860  -0.28
C 1.77883 3.91409 -0.90414  -0.24
C 1.42635 2.82442 -1.68841  -0.18
H 0.71518 -4.42775 0.47523  0.26
H -0.24472 -2.91132 -1.23600  0.23
H 3.18918 -0.34171 -0.84750  0.25
H 4.08853 -1.84546 0.91497  0.26
H 0.59881 1.70227 -4.89160  0.21
H 2.25166 2.09200 -6.69855  0.25
H 4.80922 -0.89470 -5.04591  0.25
H 3.20058 -1.29211 -3.20146  0.22
H 1.22214 -0.40862 0.77410  0.62
H 1.24795 2.57299 2.17633  0.26
H 2.12950 4.83817 -1.34413  0.27
H 1.52281 2.90697 -2.76374  0.25

HOMO level = -0.5177 Ha
Energy = -55825.255 eV
Charge = +2
Lowest unoccupied orbital energy = -6.69 eV

=====

Record 2
Formula: C26H23F4O2S
Source: the OMol25 dataset
Level of theory: ωB97M-V with the def2-TZVPD basis set

Last column: natural (NBO) charge in e.
Atoms and positions in Å:
F 1.75337 4.32129 2.60654  -0.31
C 0.66568 4.30333 1.75978  0.40
C 0.43244 5.41904 0.95693  -0.24
C -0.68313 5.36987 0.11615  0.41
F -0.94464 6.46868 -0.67378  -0.31
C -1.54685 4.29101 0.07066  -0.20
C -1.30058 3.16392 0.90463  -0.14
C -2.17393 2.03728 0.87998  0.19
C -1.83409 0.80822 1.42771  -0.33
C -2.65297 -0.31458 1.34169  0.09
C -2.38919 -1.56273 1.98282  -0.13
C -3.22208 -2.68433 1.72100  -0.20
C -3.00638 -3.87236 2.39149  0.41
F -3.83980 -4.94117 2.15095  -0.30
C -1.97748 -4.04147 3.32588  -0.25
C -1.14812 -2.94283 3.55098  0.40
F -0.13008 -3.08203 4.47158  -0.30
C -1.31662 -1.72161 2.91115  -0.20
C -0.16440 3.19454 1.76745  -0.19
H 1.07254 6.29621 1.00791  0.27
H -2.38132 4.27497 -0.63106  0.25
H -3.12872 2.15684 0.35737  0.21
H -0.86513 0.72199 1.93362  0.22
H -3.52481 -0.27593 0.68069  0.22
H -4.05213 -2.59178 1.01741  0.25
H -1.83128 -4.98408 3.84673  0.27
H -0.65995 -0.88570 3.15827  0.24
H 0.07505 2.35139 2.41364  0.24
C -2.43007 10.17224 2.95496  -0.26
O -2.18837 9.02130 3.80702  -0.49
C -2.88996 7.88864 3.51552  0.33
C -2.65955 6.77158 4.35492  -0.27
C -3.28843 5.57231 4.07727  -0.14
C -4.11584 5.41357 2.95386  -0.20
C -4.66002 4.02928 2.71956  0.49
C -5.67436 3.86177 1.72447  -0.81
S -6.61859 2.43989 1.59631  0.89
C -8.35149 3.10249 1.58921  -0.74
C -6.48713 2.18168 -0.22599  -0.74
O -4.20839 3.07121 3.38809  -0.69
C -4.39069 6.54383 2.15398  -0.10
C -3.78899 7.77676 2.42473  -0.34
H -1.79539 10.96641 3.36150  0.21
H -2.13621 9.94802 1.91521  0.18
H -3.49087 10.47448 3.00439  0.19
H -1.97522 6.89321 5.18440  0.23
H -3.10387 4.73358 4.74544  0.24
H -6.09178 4.72985 1.22084  0.22
H -9.02418 2.30415 1.26628  0.24
H -8.60016 3.43619 2.60006  0.26
H -8.40780 3.94056 0.89069  0.23
H -7.15604 1.36933 -0.52529  0.23
H -6.76829 3.12208 -0.70831  0.24
H -5.43878 1.94576 -0.42363  0.22
H -5.06890 6.47548 1.30106  0.20
H -3.97707 8.64291 1.78117  0.23

HOMO level = -0.3706 Ha
Energy = -53125.450 eV
Charge = +1
Lowest unoccupied orbital energy = -6.02 eV

=====

Record 3
Formula: C26H23MoN4O5S3
Source: the OMol25 dataset
Level of theory: ωB97M-V with the def2-TZVPD basis set

Last column: natural (NBO) charge in e.
Atoms and positions in Å:
Mo 0.18115 -1.14869 0.11328  1.14
S 1.43021 -1.48591 2.29362  -0.12
C 0.54138 -2.95411 2.11332  -0.08
N -0.21828 -3.08983 1.04551  -0.58
C -0.88714 -4.30065 1.02240  0.19
C -1.76586 -4.74107 0.03719  -0.24
C -2.34261 -5.98754 0.17520  -0.19
C -2.05446 -6.79471 1.27884  -0.21
C -1.18582 -6.36679 2.26463  -0.19
C -0.60468 -5.11264 2.12723  -0.25
S 0.51133 -4.30484 3.19580  0.45
H -1.99378 -4.11290 -0.81342  0.21
H -3.02940 -6.34359 -0.57968  0.22
H -2.51962 -7.76655 1.36564  0.22
H -0.96706 -6.99038 3.11974  0.23
O 2.19824 -2.09415 -0.75542  -0.92
H 2.40497 -2.51705 -1.59572  0.51
H 2.67485 -2.56570 -0.05838  0.52
N -0.88466 -1.55079 -1.85066  -0.82
C -0.85918 -0.29646 -2.58905  0.17
C 0.34272 0.14040 -3.11450  -0.26
C 0.47444 1.46895 -3.48458  -0.17
C -0.59093 2.33779 -3.32063  -0.29
C -1.83803 1.84509 -2.96530  -0.18
C -1.97925 0.51988 -2.59247  -0.27
S -0.33632 4.11507 -3.36131  2.43
O 1.08731 4.25203 -3.61837  -1.02
O -1.21455 4.59741 -4.40576  -0.99
O -0.74321 4.47741 -2.00685  -1.03
H -1.84746 -1.79202 -1.62839  0.40
H -0.51302 -2.31074 -2.41512  0.39
H 1.20241 -0.52341 -3.12862  0.19
H 1.42111 1.87819 -3.80896  0.25
H -2.67187 2.53112 -2.89363  0.25
H -2.92932 0.15051 -2.22373  0.21
O 1.01489 0.69269 -0.45063  -0.58
N 2.09110 1.27037 0.06566  0.06
C 3.24803 1.20190 -0.61395  0.05
C 4.34930 1.88996 -0.15942  -0.22
C 4.25056 2.65405 0.99487  -0.14
C 3.04167 2.70726 1.67059  -0.20
C 1.96017 2.00499 1.18440  0.04
H 3.21295 0.60887 -1.51334  0.24
H 5.26757 1.83634 -0.72446  0.24
H 5.10242 3.21253 1.35345  0.24
H 2.91258 3.30353 2.56200  0.25
H 0.97871 1.99908 1.62726  0.28
C -1.65840 -0.29714 0.89654  -0.75
C -1.44336 1.10010 1.37823  0.00
C -1.13110 1.33518 2.72321  -0.26
C -0.83325 2.60664 3.18151  -0.17
C -0.80914 3.67890 2.28828  -0.22
C -1.12449 3.47290 0.94304  -0.17
C -1.45197 2.19935 0.51380  -0.17
C -0.42269 4.97497 2.77155  0.28
N -0.11626 5.99877 3.19473  -0.32
H -2.42275 -0.31293 0.11241  0.20
H -2.01432 -0.92411 1.72066  0.21
H -1.12578 0.50453 3.41994  0.22
H -0.60266 2.77312 4.22547  0.22
H -1.09366 4.28495 0.22450  0.28
H -1.67375 2.05989 -0.53214  0.22

Multiplicity = 4
HOMO level (alpha / beta) = -0.2895 / -0.2895 Ha
Energy = -77893.636 eV
Lowest unoccupied orbital energy (alpha / beta) = -0.96 / -0.96 eV

=====

What did the third record say?
Formula: C26H23MoN4O5S3
Source: the OMol25 dataset
Level of theory: ωB97M-V with the def2-TZVPD basis set

Last column: natural (NBO) charge in e.
Atoms and positions in Å:
Mo 0.18115 -1.14869 0.11328  1.14
S 1.43021 -1.48591 2.29362  -0.12
C 0.54138 -2.95411 2.11332  -0.08
N -0.21828 -3.08983 1.04551  -0.58
C -0.88714 -4.30065 1.02240  0.19
C -1.76586 -4.74107 0.03719  -0.24
C -2.34261 -5.98754 0.17520  -0.19
C -2.05446 -6.79471 1.27884  -0.21
C -1.18582 -6.36679 2.26463  -0.19
C -0.60468 -5.11264 2.12723  -0.25
S 0.51133 -4.30484 3.19580  0.45
H -1.99378 -4.11290 -0.81342  0.21
H -3.02940 -6.34359 -0.57968  0.22
H -2.51962 -7.76655 1.36564  0.22
H -0.96706 -6.99038 3.11974  0.23
O 2.19824 -2.09415 -0.75542  -0.92
H 2.40497 -2.51705 -1.59572  0.51
H 2.67485 -2.56570 -0.05838  0.52
N -0.88466 -1.55079 -1.85066  -0.82
C -0.85918 -0.29646 -2.58905  0.17
C 0.34272 0.14040 -3.11450  -0.26
C 0.47444 1.46895 -3.48458  -0.17
C -0.59093 2.33779 -3.32063  -0.29
C -1.83803 1.84509 -2.96530  -0.18
C -1.97925 0.51988 -2.59247  -0.27
S -0.33632 4.11507 -3.36131  2.43
O 1.08731 4.25203 -3.61837  -1.02
O -1.21455 4.59741 -4.40576  -0.99
O -0.74321 4.47741 -2.00685  -1.03
H -1.84746 -1.79202 -1.62839  0.40
H -0.51302 -2.31074 -2.41512  0.39
H 1.20241 -0.52341 -3.12862  0.19
H 1.42111 1.87819 -3.80896  0.25
H -2.67187 2.53112 -2.89363  0.25
H -2.92932 0.15051 -2.22373  0.21
O 1.01489 0.69269 -0.45063  -0.58
N 2.09110 1.27037 0.06566  0.06
C 3.24803 1.20190 -0.61395  0.05
C 4.34930 1.88996 -0.15942  -0.22
C 4.25056 2.65405 0.99487  -0.14
C 3.04167 2.70726 1.67059  -0.20
C 1.96017 2.00499 1.18440  0.04
H 3.21295 0.60887 -1.51334  0.24
H 5.26757 1.83634 -0.72446  0.24
H 5.10242 3.21253 1.35345  0.24
H 2.91258 3.30353 2.56200  0.25
H 0.97871 1.99908 1.62726  0.28
C -1.65840 -0.29714 0.89654  -0.75
C -1.44336 1.10010 1.37823  0.00
C -1.13110 1.33518 2.72321  -0.26
C -0.83325 2.60664 3.18151  -0.17
C -0.80914 3.67890 2.28828  -0.22
C -1.12449 3.47290 0.94304  -0.17
C -1.45197 2.19935 0.51380  -0.17
C -0.42269 4.97497 2.77155  0.28
N -0.11626 5.99877 3.19473  -0.32
H -2.42275 -0.31293 0.11241  0.20
H -2.01432 -0.92411 1.72066  0.21
H -1.12578 0.50453 3.41994  0.22
H -0.60266 2.77312 4.22547  0.22
H -1.09366 4.28495 0.22450  0.28
H -1.67375 2.05989 -0.53214  0.22

Multiplicity = 4
HOMO level (alpha / beta) = -0.2895 / -0.2895 Ha
Energy = -77893.636 eV
Lowest unoccupied orbital energy (alpha / beta) = -0.96 / -0.96 eV

=====

What is the formula in the first record?
C26H23F3N2O3SbTl